DFT (ωB97M-V/def2-TZVPD) results for one molecule with the formula C2H3ClO2S in a non-equilibrium geometry.

The calculation puts the max |F| at 0.10129 hartree/bohr. The value obtained for the energy relative to the best compared isomer or geometry (same formula, charge and spin) is 218.9 kJ/mol. The value obtained for the frontier orbital gap is 8.51 eV. As for the spin multiplicity: 1.

Element x y z (Å)
C 1.75 -0.43 -0.63
C 0.91 -0.08 0.40
O -1.78 1.73 0.52
O -0.44 -0.47 0.18
S -1.90 0.33 0.65
Cl -3.81 -0.11 -0.54
H 1.30 -0.86 -1.43
H 2.82 -0.53 -0.50
H 1.15 0.42 1.34

=====

DFT (ωB97M-V/def2-TZVPD) results for a 2-piece molecular cluster, C2H3ClS overall in a non-equilibrium geometry.

The calculation puts the max |F| at 0.08879 hartree/bohr. The value obtained for the energy relative to the best compared isomer or geometry (same formula, charge and spin) is 333.0 kJ/mol. The value obtained for the frontier orbital gap (spin up / spin down) is 7.97 / 7.97 eV. As for the spin multiplicity: 1.

Element x y z (Å)
C -0.19 -0.20 -0.21
C 1.10 -0.25 -0.50
S -2.38 0.67 0.57
Cl 2.34 0.92 -0.07
H -0.74 -0.97 -0.50
H -1.66 0.82 1.78
H 1.52 -0.99 -1.08

=====

DFT (ωB97M-V/def2-TZVPD) results for a 2-piece molecular cluster, C2H3ClSi overall in a non-equilibrium geometry.

The calculation puts the max |F| at 0.07260 hartree/bohr. The value obtained for the energy relative to the best compared isomer or geometry (same formula, charge and spin) is 420.2 kJ/mol. The value obtained for the frontier orbital gap (spin up / spin down) is 10.23 / 7.55 eV. As for the spin multiplicity: 1.

Element x y z (Å)
C 1.57 -0.49 -1.65
C 1.03 -0.29 -0.61
Si 0.04 0.13 0.88
Cl 0.48 -0.95 2.48
H 2.05 -0.46 -2.57
H -3.69 1.53 0.80
H -1.48 0.53 0.67

=====

DFT (ωB97M-V/def2-TZVPD) results for C2H3F2IO2 as an isolated structure in a non-equilibrium geometry.

The calculation puts the max |F| at 0.10482 hartree/bohr. The value obtained for the energy relative to the best compared isomer or geometry (same formula, charge and spin) is 53.4 kJ/mol. The value obtained for the frontier orbital gap is 9.26 eV. As for the spin multiplicity: 1.

Element x y z (Å)
C -1.42 0.47 0.12
C 0.72 -0.70 -0.07
O -0.68 -0.67 -0.42
O 1.34 0.29 -0.79
F 1.17 -1.88 -0.50
F 0.87 -0.64 1.24
I 2.94 0.87 0.06
H -2.01 0.28 0.93
H -2.19 0.72 -0.75
H -0.75 1.26 0.18

=====

DFT (ωB97M-V/def2-TZVPD) results for one molecule with the formula C2H3F2N in a non-equilibrium geometry.

The calculation puts the max |F| at 0.08309 hartree/bohr. The value obtained for the energy relative to the best compared isomer or geometry (same formula, charge and spin) is 38.8 kJ/mol. Its SMILES is [H]/N=C(\F)CF. The value obtained for the frontier orbital gap is 12.18 eV. As for the spin multiplicity: 1.

Element x y z (Å)
H 0.70 0.27 2.28
N 0.35 -0.37 1.57
C 0.30 0.26 0.51
F 0.59 1.57 0.35
C -0.42 -0.26 -0.98
F -0.18 -1.56 -1.32
H -1.41 -0.31 -0.64
H 0.08 0.41 -1.77

=====

DFT (ωB97M-V/def2-TZVPD) results for a 2-piece molecular cluster, C2H3F2N overall in a non-equilibrium geometry.

The calculation puts the max |F| at 0.04701 hartree/bohr. The value obtained for the energy relative to the best compared isomer or geometry (same formula, charge and spin) is 106.4 kJ/mol. The value obtained for the frontier orbital gap is 12.28 eV. As for the spin multiplicity: 1.

Element x y z (Å)
C 0.58 -0.04 -0.08
C -2.72 0.21 -0.22
N 1.61 -0.35 -0.51
F -1.93 1.15 0.38
F -1.94 -0.90 -0.50
H -3.27 0.44 -1.22
H -3.47 -0.21 0.45
H 2.49 -0.61 -0.77

=====

DFT (ωB97M-V/def2-TZVPD) results for one molecule with the formula C2H3F2N in a non-equilibrium geometry.

The calculation puts the max |F| at 0.03661 hartree/bohr. The value obtained for the energy relative to the best compared isomer or geometry (same formula, charge and spin) is 67.2 kJ/mol. Its SMILES is F[C@@H]1N[C@H]1F. The value obtained for the frontier orbital gap is 11.31 eV. As for the spin multiplicity: 1.

Element x y z (Å)
F 0.80 -1.40 0.94
C 0.52 -0.60 -0.07
N 0.63 0.84 0.12
C -0.69 0.24 -0.14
F -1.14 0.40 -1.49
H 0.71 -1.06 -1.03
H 0.71 1.21 1.07
H -1.55 0.37 0.60

=====

DFT (ωB97M-V/def2-TZVPD) results for a 2-piece molecular cluster, C2H3F2NO2 overall in a non-equilibrium geometry.

The calculation puts the max |F| at 0.08055 hartree/bohr. The value obtained for the energy relative to the best compared isomer or geometry (same formula, charge and spin) is 627.0 kJ/mol. The value obtained for the frontier orbital gap (spin up / spin down) is 9.84 / 6.99 eV. As for the spin multiplicity: 1.

Element x y z (Å)
C -1.88 0.03 0.53
C 1.26 -0.68 -0.34
N 1.31 0.70 -0.25
O 1.67 1.42 -1.18
O 0.97 1.14 0.83
F 0.96 -1.53 0.58
F 1.51 -1.34 -1.50
H -1.74 0.55 -0.39
H -1.77 0.55 1.43
H -2.30 -0.84 0.30

=====

DFT (ωB97M-V/def2-TZVPD) results for one molecule with the formula C2H3F2NS in a non-equilibrium geometry.

The calculation puts the max |F| at 0.04281 hartree/bohr. The value obtained for the energy relative to the best compared isomer or geometry (same formula, charge and spin) is 110.3 kJ/mol. Its SMILES is FC(F)/C=N/S. The value obtained for the frontier orbital gap is 10.18 eV. As for the spin multiplicity: 1.

Element x y z (Å)
F 1.72 -0.14 -1.75
C 0.59 -0.68 -1.12
F -0.29 -1.00 -2.06
C -0.08 0.31 -0.22
N -0.14 -0.12 0.98
S -0.91 0.86 2.11
H 0.95 -1.63 -0.55
H -0.56 1.16 -0.73
H -0.81 -0.11 3.01

=====

DFT (ωB97M-V/def2-TZVPD) results for one molecule with the formula C2H3F2P in a non-equilibrium geometry.

The calculation puts the max |F| at 0.08180 hartree/bohr. The value obtained for the energy relative to the best compared isomer or geometry (same formula, charge and spin) is 93.2 kJ/mol. Its SMILES is C=CP(F)F. The value obtained for the frontier orbital gap is 10.71 eV. As for the spin multiplicity: 1.

Element x y z (Å)
C -1.02 0.89 0.40
C 0.03 0.30 -0.23
P 0.37 -1.47 -0.12
F 1.62 -1.35 0.93
F 1.23 -1.43 -1.86
H -1.40 1.88 0.51
H -1.66 0.38 1.02
H 0.83 0.81 -0.65

=====

DFT (ωB97M-V/def2-TZVPD) results for one molecule with the formula C2H3F3 in a non-equilibrium geometry.

The calculation puts the max |F| at 0.08387 hartree/bohr. The value obtained for the energy relative to the best compared isomer or geometry (same formula, charge and spin) is 140.7 kJ/mol. Its SMILES is FCC(F)F. The value obtained for the frontier orbital gap is 13.39 eV. As for the spin multiplicity: 1.

Element x y z (Å)
F -0.06 -1.76 -0.01
C -0.65 -0.48 0.02
C 0.44 0.62 -0.02
F 1.31 0.43 -1.08
F 1.24 0.40 1.02
H -1.20 -0.54 -0.82
H -1.27 -0.29 0.84
H 0.20 1.62 0.06

=====

DFT (ωB97M-V/def2-TZVPD) results for a 2-piece molecular cluster, C2H3F3N2 overall in a non-equilibrium geometry.

The calculation puts the max |F| at 0.10411 hartree/bohr. The value obtained for the energy relative to the best compared isomer or geometry (same formula, charge and spin) is 341.9 kJ/mol. The value obtained for the frontier orbital gap is 10.13 eV. As for the spin multiplicity: 1.

Element x y z (Å)
C 1.86 -1.11 -1.27
C -1.83 0.36 0.45
N 2.25 0.11 0.73
N 1.87 -0.47 -0.25
F -2.90 -0.37 0.08
F -0.78 -0.44 0.34
F -1.86 1.40 -0.40
H 1.02 -1.43 -1.64
H -1.90 0.87 1.47
H 2.28 1.09 0.49

=====

DFT (ωB97M-V/def2-TZVPD) results for one molecule with the formula C2H3F3N2O in a non-equilibrium geometry.

The calculation puts the max |F| at 0.06493 hartree/bohr. The value obtained for the energy relative to the best compared isomer or geometry (same formula, charge and spin) is 193.3 kJ/mol. Its SMILES is N/C(=N\F)C(O)(F)F. The value obtained for the frontier orbital gap is 10.21 eV. As for the spin multiplicity: 1.

Element x y z (Å)
N -0.87 0.55 1.18
C -0.45 0.30 -0.07
N -0.90 0.83 -1.16
F -2.03 1.56 -0.99
C 0.66 -0.81 -0.26
O 1.66 -0.08 -0.81
F 0.26 -1.83 -1.03
F 1.17 -1.36 0.88
H -0.30 0.27 2.07
H -1.67 1.17 1.22
H 2.45 -0.60 -1.03

=====

DFT (ωB97M-V/def2-TZVPD) results for a 3-piece molecular cluster, C2H3F3N2S overall in a non-equilibrium geometry.

The calculation puts the max |F| at 0.08873 hartree/bohr. The value obtained for the energy relative to the best compared isomer or geometry (same formula, charge and spin) is 338.7 kJ/mol. The value obtained for the frontier orbital gap is 7.86 eV. As for the spin multiplicity: 1.

Element x y z (Å)
C -0.28 -0.13 -0.46
C 0.52 1.04 -1.06
H 0.45 -1.84 2.30
H -1.55 -1.69 0.44
H 0.52 0.73 1.35
N -0.78 -1.05 1.57
N -0.04 -0.09 0.90
F 1.75 0.56 -1.53
F -0.01 1.51 -2.19
F 0.86 1.93 -0.05
S -1.45 -0.98 -1.27

=====

DFT (ωB97M-V/def2-TZVPD) results for a 2-piece molecular cluster, C2H3F3NO2S overall in a non-equilibrium geometry.

The calculation puts the max |F| at 0.10126 hartree/bohr. The value obtained for the energy relative to the best compared isomer or geometry (same formula, charge and spin) is 119.0 kJ/mol. The value obtained for the frontier orbital gap is 8.14 eV. As for the spin multiplicity: 1. Its charge is -1.

Element x y z (Å)
C -0.70 0.80 0.01
C 0.08 1.94 -0.38
N -1.72 -0.20 -2.89
O -1.71 -2.08 -1.22
O 0.51 -1.32 -1.88
F -0.22 2.45 -1.62
F 1.39 1.81 -0.33
F -0.20 3.11 0.45
S -0.94 -1.02 -1.78
H -1.82 0.92 0.32
H -0.20 0.12 0.63
H -1.14 0.50 -3.14

=====

DFT (ωB97M-V/def2-TZVPD) results for C2H3F3O4S as an isolated structure in a non-equilibrium geometry.

The calculation puts the max |F| at 0.07785 hartree/bohr. The value obtained for the frontier orbital gap is 9.65 eV. As for the spin multiplicity: 1.

Element x y z (Å)
C -1.33 -1.12 1.51
C 0.04 -0.07 -2.39
O 1.31 -0.26 0.71
O -0.05 1.74 0.49
O -0.37 -1.48 2.25
O -1.26 -0.60 0.43
F 0.17 1.12 -2.89
F 1.16 -0.75 -2.57
F 1.81 1.48 -0.89
S 0.55 0.48 -0.26
H -2.22 -1.51 1.85
H 0.57 -1.48 1.93
H -0.37 2.44 -0.17

=====

DFT (ωB97M-V/def2-TZVPD) results for a 2-piece molecular cluster, C2H3F5O overall in a non-equilibrium geometry.

The calculation puts the max |F| at 0.04977 hartree/bohr. The value obtained for the energy relative to the best compared isomer or geometry (same formula, charge and spin) is 9.9 kJ/mol. Its SMILES is FC(F)C(F)(F)F.O. The value obtained for the frontier orbital gap is 12.09 eV. As for the spin multiplicity: 1.

Element x y z (Å)
F 0.00 0.00 0.00
C 0.67 -1.15 -0.21
F 1.92 -0.82 -0.66
C -0.11 -1.87 -1.24
F -0.10 -1.16 -2.31
F 0.50 -3.02 -1.60
F -1.32 -2.08 -0.79
H 0.66 -1.69 0.76
O -1.16 -5.09 -0.57
H -0.56 -4.71 -1.25
H -1.01 -4.54 0.24

=====

DFT (ωB97M-V/def2-TZVPD) results for C2H3FI2 as an isolated structure in a non-equilibrium geometry.

The calculation puts the max |F| at 0.05537 hartree/bohr. The value obtained for the energy relative to the best compared isomer or geometry (same formula, charge and spin) is 65.1 kJ/mol. The value obtained for the frontier orbital gap is 9.29 eV. As for the spin multiplicity: 1.

Element x y z (Å)
C -0.03 -1.86 -1.58
C -0.13 -0.67 -0.97
F 0.68 -1.97 -2.71
I -1.25 -0.63 0.72
I 0.27 3.07 3.74
H 0.42 4.64 3.13
H -0.41 -2.78 -1.21
H 0.44 0.19 -1.12

=====

DFT (ωB97M-V/def2-TZVPD) results for C2H3FI2 as an isolated structure in a non-equilibrium geometry.

The calculation puts the max |F| at 0.03078 hartree/bohr. The value obtained for the energy relative to the best compared isomer or geometry (same formula, charge and spin) is 360.5 kJ/mol. The value obtained for the frontier orbital gap (spin up / spin down) is 8.18 / 7.56 eV. As for the spin multiplicity: 1.

Element x y z (Å)
C -2.12 -0.18 -0.10
C 1.79 0.09 0.18
F 1.74 -0.09 1.51
I 2.65 -1.59 -0.83
I 2.43 1.99 -0.48
H -2.59 -0.12 -1.05
H -2.89 -0.06 0.71
H -1.03 -0.04 0.06

=====

DFT (ωB97M-V/def2-TZVPD) results for C2H3FI2 as an isolated structure in a non-equilibrium geometry.

The calculation puts the max |F| at 0.08770 hartree/bohr. The value obtained for the energy relative to the best compared isomer or geometry (same formula, charge and spin) is 97.7 kJ/mol. The value obtained for the frontier orbital gap is 9.30 eV. As for the spin multiplicity: 1.

Element x y z (Å)
C -0.70 -0.01 -0.50
C 0.48 -0.03 0.52
F -0.38 -0.08 -1.82
I 1.63 1.78 0.39
I 1.57 -1.78 0.36
H -1.14 0.97 -0.24
H -1.16 -1.00 -0.39
H -0.30 0.14 1.67